78
Properties=species:S:1:pos:R:3:forces:R:3 method="wB97M-V/def2-TZVPD" s_squared=8.77 total_charge=+2 multiplicity=6 gap_ha="0.2729 / 0.2254"
Fe 0.05168 0.95377 0.12891 0.27 -0.36 -0.06
C 1.76083 4.03752 0.31071 -0.41 0.32 0.00
C 2.81445 3.21281 0.41766 0.38 -0.25 -0.15
C 2.48002 2.06186 1.32105 0.06 0.17 0.38
C 1.00098 2.27280 1.62697 0.12 -0.61 0.16
C 0.64342 3.47484 1.08663 -0.08 0.23 -0.12
C -0.63505 4.21609 1.30065 0.01 -0.02 -0.07
C 0.25432 1.44585 2.66346 0.13 0.22 0.11
C 3.30122 2.12692 2.62593 -0.01 -0.02 -0.01
C 4.15882 3.32821 -0.22701 -0.09 0.00 0.09
C 1.66025 5.33983 -0.42971 -0.04 -0.11 0.07
H -0.43269 5.11996 1.88155 -0.01 -0.02 -0.01
H -1.37601 3.63452 1.85045 0.03 0.02 0.02
H -1.06375 4.55347 0.35349 0.02 0.00 0.01
H 0.65942 1.59601 3.66808 0.04 0.03 -0.04
H 0.34399 0.36167 2.48876 -0.02 0.02 -0.03
H -0.80639 1.69582 2.71102 0.02 0.00 0.00
H 3.11443 3.07600 3.13125 0.01 -0.03 0.00
H 4.36705 2.05208 2.41314 -0.02 0.00 -0.01
H 3.03642 1.31327 3.30204 0.01 0.01 -0.02
H 4.92987 3.56325 0.51140 -0.03 0.00 0.01
H 4.18710 4.10614 -0.98680 -0.02 -0.01 0.02
H 4.44991 2.38275 -0.69184 -0.02 0.02 0.01
H 0.76843 5.37969 -1.06044 0.03 -0.02 0.00
H 2.52770 5.50977 -1.06378 -0.01 -0.01 0.01
H 1.59496 6.18149 0.26340 0.00 -0.02 0.00
O 0.33455 1.80113 -3.72216 -0.05 -0.25 -0.46
N 0.63243 2.20859 -2.67809 0.04 0.41 0.62
O 0.99679 1.66199 -1.65317 0.17 0.08 -0.76
C -3.66806 -1.71744 -0.68503 -0.04 0.05 -0.09
N -2.96953 -0.56077 -1.26754 0.17 -0.02 0.18
C -1.80845 -0.90106 -2.05610 0.00 -0.01 0.01
C -2.99507 0.63048 -0.58479 0.09 0.01 0.09
N -1.86626 1.21053 -0.15562 -0.43 -0.06 -0.24
N -4.19396 1.18536 -0.39890 -0.24 0.08 0.12
C -5.41849 0.62957 -0.99494 0.08 0.17 -0.02
C -4.41680 2.35347 0.45654 -0.06 -0.16 -0.01
H -2.95685 -2.37174 -0.17717 0.07 0.00 0.02
H -4.17251 -2.28696 -1.46529 0.00 0.03 -0.01
H -4.40621 -1.39314 0.04157 0.05 -0.04 0.01
H -2.06376 -1.73950 -2.70266 -0.01 0.02 -0.01
H -0.95265 -1.21392 -1.43798 0.01 -0.07 0.06
H -1.50326 -0.06611 -2.68436 0.00 0.03 0.01
H -2.06518 2.11591 0.25314 -0.05 0.05 -0.12
H -5.17462 0.05361 -1.88104 0.00 0.00 0.00
H -6.06229 1.45817 -1.27869 0.01 0.01 -0.02
H -5.95698 0.00347 -0.28395 -0.03 0.03 0.00
H -3.53776 2.98370 0.54331 -0.01 0.05 -0.01
H -4.74322 2.05441 1.45344 0.02 -0.02 0.01
H -5.19620 2.96162 0.00507 -0.02 0.00 0.01
C -1.84604 -4.50795 2.20117 0.00 0.04 -0.02
C -0.40807 -4.00218 2.17615 -0.05 -0.03 -0.02
C -0.15159 -3.05002 1.00887 0.06 -0.07 0.06
C 1.32078 -2.59901 0.91535 0.12 -0.41 0.22
Ge 1.38897 -1.23571 -0.43153 -0.46 0.62 0.47
C 2.23652 -1.76068 -2.07236 0.03 -0.07 -0.33
C 1.68516 -3.02656 -2.77110 0.13 0.03 -0.02
C 1.90998 -4.35614 -2.04970 0.08 0.08 -0.01
C 3.36898 -4.62439 -1.69565 -0.01 -0.03 -0.02
H -2.03025 -5.13318 3.07397 0.02 0.00 -0.02
H -2.06933 -5.10581 1.31429 0.00 0.03 0.02
H -2.55696 -3.67648 2.23843 0.03 -0.03 0.01
H 0.28261 -4.84499 2.09731 0.00 0.00 0.04
H -0.17455 -3.48720 3.11182 0.03 -0.01 0.00
H -0.80406 -2.17328 1.12753 -0.05 0.03 -0.03
H -0.45212 -3.54818 0.07916 -0.02 0.04 -0.02
H 1.98761 -3.43174 0.69848 -0.05 -0.08 0.08
H 1.62470 -2.16145 1.87105 -0.01 -0.01 0.03
H 2.70618 1.09749 0.84610 0.00 0.01 -0.10
H 3.29894 -1.88113 -1.82655 0.00 -0.07 -0.06
H 2.16663 -0.90787 -2.74964 0.06 -0.02 -0.05
H 2.17692 -3.07403 -3.74577 -0.03 -0.03 -0.02
H 0.61826 -2.90082 -2.97954 0.01 0.02 -0.01
H 1.55045 -5.14642 -2.71087 -0.01 -0.01 0.01
H 1.29073 -4.41546 -1.15157 -0.03 -0.01 0.03
H 4.00923 -4.52656 -2.57535 -0.02 0.01 0.02
H 3.49539 -5.63633 -1.31179 -0.01 0.02 0.00
H 3.74794 -3.94164 -0.93081 -0.01 0.00 -0.02

***

89
Properties=species:S:1:pos:R:3:forces:R:3 method="wB97M-V/def2-TZVPD" gap_ha=0.3739 smiles="O=[PH2][C@H]1OS(=O)(=O)O[C@H]1COO.CCOC(C)=O.CCOC(C)=O.CCOC(C)=O.CCOC(C)=O.CCOC(C)=O"
O 1.58393 0.57981 -1.07112 -0.27 0.23 1.10
P 2.35793 0.96915 -2.25212 -0.57 -0.78 -0.39
C 1.89265 2.56147 -3.06417 0.37 -0.58 0.29
O 0.60618 2.39573 -3.66129 0.06 0.19 0.59
S -0.47236 3.43033 -3.06830 0.55 1.11 -0.05
O -0.90243 4.22805 -4.13880 -0.30 0.66 -1.26
O -1.44356 2.84725 -2.24972 -0.60 -1.25 0.84
O 0.49694 4.30871 -2.15012 0.22 -1.24 -0.23
C 1.86536 3.83614 -2.21985 -0.20 0.89 -0.01
C 2.45386 3.79236 -0.81808 -0.25 -0.09 -0.14
O 3.32509 4.84928 -0.55086 0.11 0.17 0.26
O 4.40057 4.85196 -1.48405 0.08 0.11 -0.50
H 3.75532 1.01165 -2.05644 0.06 0.34 -0.26
H 2.16110 0.02493 -3.26881 0.36 0.35 -0.48
H 2.65958 2.72164 -3.81497 -0.11 -0.09 -0.65
H 2.35987 4.59788 -2.80260 0.45 0.31 0.06
H 2.90948 2.83669 -0.55706 0.24 -0.21 -0.12
H 1.63190 3.92710 -0.13189 -0.22 0.03 0.37
H 4.59228 3.92373 -1.69243 0.09 -0.09 0.41
C -1.63320 0.16468 -0.49951 -0.02 -0.22 0.19
C -2.41142 -0.66381 -1.49581 -0.05 0.31 0.16
O -1.71460 -1.87089 -1.85025 -0.01 0.01 -0.38
C -1.78828 -3.01645 -1.16181 0.04 0.02 0.33
C -2.43501 -3.03666 0.20226 -0.40 -0.08 -0.23
O -1.27586 -4.00024 -1.63266 0.09 -0.06 -0.12
H -1.50008 -0.35193 0.45061 -0.08 -0.04 0.02
H -2.14232 1.10907 -0.30956 -0.03 0.00 -0.07
H -0.64396 0.37295 -0.89197 0.07 0.09 -0.03
H -3.42638 -0.88645 -1.16181 0.04 -0.12 0.05
H -2.50459 -0.11803 -2.43358 0.03 -0.08 -0.07
H -1.66543 -2.90028 0.95833 0.01 0.11 0.02
H -2.89922 -4.01134 0.33431 0.14 -0.07 0.01
H -3.20535 -2.28306 0.34402 0.15 0.12 0.04
C -0.57695 -4.44633 -5.96158 -0.03 0.15 0.11
C 0.80539 -4.12232 -6.48894 -0.18 -0.20 0.07
O 1.03836 -2.71050 -6.54699 0.16 0.05 -0.28
C 1.47016 -1.99835 -5.49710 -0.23 0.00 0.33
C 1.47523 -2.62788 -4.12206 0.33 -0.11 -0.12
O 1.77799 -0.84595 -5.66625 0.07 0.03 0.02
H -0.71113 -4.10142 -4.93612 0.04 -0.07 0.04
H -0.74877 -5.52236 -5.98483 0.01 -0.01 -0.02
H -1.33504 -3.95659 -6.57224 0.01 -0.03 -0.06
H 1.59209 -4.61763 -5.91890 -0.01 0.04 0.05
H 0.90125 -4.46376 -7.51780 0.03 0.10 -0.05
H 0.54250 -2.37963 -3.61319 -0.02 -0.05 0.03
H 2.30791 -2.20123 -3.56865 -0.07 0.09 0.06
H 1.60821 -3.70587 -4.12069 -0.18 -0.01 0.01
C 1.40432 -2.19650 6.15111 0.08 0.13 -0.14
C 0.24923 -2.92240 5.49859 0.21 -0.10 0.11
O -0.45889 -2.07707 4.57920 -0.27 -0.08 -0.01
C -0.09030 -1.90748 3.30252 0.34 0.08 0.02
C 1.26366 -2.39851 2.83985 -0.12 -0.39 -0.04
O -0.82170 -1.30943 2.55840 -0.14 0.00 0.03
H 2.15279 -1.88615 5.42035 0.03 -0.07 0.00
H 1.88641 -2.83873 6.88756 -0.04 -0.01 0.03
H 1.04442 -1.29870 6.65211 -0.05 -0.05 0.07
H 0.56175 -3.84594 5.00719 0.05 0.06 -0.09
H -0.47371 -3.19768 6.25894 -0.09 0.12 -0.11
H 1.97294 -1.57562 2.91232 0.01 0.02 0.00
H 1.17814 -2.69467 1.79703 -0.01 0.17 -0.05
H 1.64359 -3.25141 3.39633 0.06 0.10 0.09
C -2.06887 -7.13768 9.60815 -0.03 0.06 -0.14
C -1.55495 -5.92411 10.35390 -0.12 -0.19 0.03
O -1.02614 -4.93475 9.46605 0.22 0.10 0.09
C -1.78561 -4.00337 8.86234 -0.27 -0.11 -0.11
C -3.29130 -4.13218 8.88908 -0.02 0.13 0.38
O -1.24183 -3.12069 8.25670 0.07 0.03 0.10
H -2.89874 -6.88367 8.94890 -0.05 0.01 0.05
H -2.40932 -7.89893 10.30992 0.01 0.00 0.02
H -1.27839 -7.56052 8.98886 0.04 -0.02 0.05
H -2.31105 -5.48819 11.00765 -0.04 0.02 -0.04
H -0.71776 -6.20753 10.98851 0.07 0.07 -0.04
H -3.61134 -4.64924 7.98557 0.00 -0.02 -0.02
H -3.71479 -3.13163 8.88852 0.04 0.03 -0.16
H -3.68084 -4.65501 9.75887 0.02 -0.11 -0.08
C -0.80750 8.03727 -6.21248 0.09 0.16 -0.01
C -0.17193 7.42219 -4.98309 -0.19 0.03 -0.15
O 1.21607 7.76351 -4.87382 0.12 -0.24 0.09
C 1.65754 8.89860 -4.30054 -0.15 0.23 -0.08
C 0.67235 10.00146 -3.97928 -0.14 -0.18 0.31
O 2.83371 9.03301 -4.11153 0.12 -0.05 0.00
H -0.78956 9.12701 -6.17542 -0.06 0.01 0.04
H -1.84420 7.71380 -6.30487 0.00 -0.03 0.00
H -0.26400 7.73404 -7.10696 -0.02 -0.07 0.00
H -0.70531 7.67886 -4.06704 0.02 0.05 0.01
H -0.19392 6.33918 -5.06139 0.10 -0.02 0.04
H 0.65181 10.70229 -4.81244 0.00 0.00 -0.02
H 1.02605 10.52046 -3.09261 0.13 0.07 -0.08
H -0.33802 9.65451 -3.77759 -0.01 0.01 -0.14

***

Calculated calculated total energy (a.u.), listed in the same order as above: -4614.009672, -2923.066267